--- P ---
{
  "formula": "C9H14",
  "method": "ωB97M-V/def2-TZVPD",
  "spin_multiplicity": 1,
  "total_charge": 0,
  "homo_energy_ev": -9.01,
  "lumo_ha": 0.0354,
  "smiles": "Cc1ccccc1.CC",
  "symbols": ["C", "C", "C", "C", "C", "C", "C", "H", "H", "H", "H", "H", "H", "H", "H", "C", "C", "H", "H", "H", "H", "H", "H"],
  "xyz": [[-0.048, -1.570, -1.528], [-0.963, -1.245, -0.447], [-2.069, -0.369, -0.688], [-2.692, 0.294, 0.303], [-2.256, 0.117, 1.610], [-1.468, -0.943, 1.937], [-0.759, -1.574, 0.852], [0.014, -2.676, -1.509], [0.875, -1.004, -1.301], [-0.435, -1.436, -2.591], [-2.233, -0.222, -1.901], [-3.435, 1.073, 0.178], [-2.529, 0.881, 2.403], [-0.995, -1.216, 3.006], [0.130, -2.207, 1.082], [3.159, 1.412, -0.142], [1.658, 1.506, -0.367], [3.467, 2.491, -0.138], [3.472, 1.162, 0.851], [3.700, 0.862, -0.936], [1.228, 2.328, -0.946], [0.888, 0.752, -0.405], [1.291, 1.587, 0.678]]
}

---

--- Q ---
{
  "formula": "C9H14",
  "method": "ωB97M-V/def2-TZVPD",
  "spin_multiplicity": 1,
  "total_charge": 0,
  "homo_energy_ev": -8.86,
  "lumo_ha": 0.0370,
  "smiles": "Cc1ccccc1.CC",
  "symbols": ["C", "C", "C", "C", "C", "C", "C", "H", "H", "H", "H", "H", "H", "H", "H", "C", "C", "H", "H", "H", "H", "H", "H"],
  "xyz": [[-0.582, 3.183, -1.035], [0.092, 2.000, -0.525], [1.407, 1.534, -0.915], [1.955, 0.474, -0.218], [1.470, 0.026, 0.968], [0.221, 0.531, 1.372], [-0.499, 1.444, 0.588], [-0.582, 3.313, -2.007], [-0.069, 4.060, -0.615], [-1.641, 3.260, -0.716], [1.824, 1.877, -1.826], [2.894, 0.261, -0.641], [2.083, -0.573, 1.626], [-0.184, 0.186, 2.365], [-1.469, 1.584, 0.986], [-0.382, -3.369, -0.345], [-1.278, -2.434, 0.577], [-0.168, -2.889, -1.339], [0.459, -3.662, 0.160], [-1.041, -4.071, -0.824], [-2.328, -2.306, 0.296], [-0.931, -1.455, 0.530], [-1.250, -2.973, 1.539]]
}

---

--- R ---
{
  "formula": "C9H14",
  "method": "ωB97M-V/def2-TZVPD",
  "spin_multiplicity": 1,
  "total_charge": 0,
  "homo_energy_ev": -9.11,
  "lumo_ha": 0.0373,
  "smiles": "Cc1ccccc1.CC",
  "symbols": ["C", "C", "C", "C", "C", "C", "C", "H", "H", "H", "H", "H", "H", "H", "H", "C", "C", "H", "H", "H", "H", "H", "H"],
  "xyz": [[-0.587, -2.613, -1.344], [-0.964, -1.463, -0.432], [-1.267, -0.202, -0.828], [-1.625, 0.800, 0.142], [-1.631, 0.422, 1.451], [-1.061, -0.794, 1.882], [-0.727, -1.759, 0.959], [-0.041, -3.417, -0.861], [-0.053, -2.144, -2.176], [-1.414, -3.187, -1.764], [-1.315, 0.065, -1.874], [-1.843, 1.777, -0.250], [-1.722, 1.177, 2.235], [-0.934, -0.958, 2.945], [-0.138, -2.636, 1.184], [1.812, 1.331, 0.355], [1.988, 2.416, -0.731], [0.824, 0.899, 0.290], [2.608, 0.570, 0.412], [2.023, 1.705, 1.362], [0.988, 2.820, -0.882], [2.371, 2.018, -1.662], [2.709, 3.173, -0.415]]
}

---

--- S ---
{
  "formula": "C9H14",
  "method": "ωB97M-V/def2-TZVPD",
  "spin_multiplicity": 1,
  "total_charge": 0,
  "homo_energy_ev": -9.06,
  "lumo_ha": 0.0384,
  "smiles": "Cc1ccccc1.CC",
  "symbols": ["C", "C", "C", "C", "C", "C", "C", "H", "H", "H", "H", "H", "H", "H", "H", "C", "C", "H", "H", "H", "H", "H", "H"],
  "xyz": [[-3.735, 0.785, 1.018], [-2.538, 0.030, 0.532], [-1.925, -1.014, 1.210], [-0.715, -1.560, 0.787], [-0.047, -1.027, -0.297], [-0.667, -0.034, -1.050], [-1.858, 0.507, -0.596], [-4.437, 1.010, 0.224], [-3.413, 1.712, 1.489], [-4.316, 0.179, 1.715], [-2.436, -1.415, 2.070], [-0.315, -2.381, 1.366], [0.894, -1.466, -0.613], [-0.235, 0.428, -1.923], [-2.268, 1.399, -1.058], [3.237, 0.778, -1.175], [3.785, -0.033, -0.012], [2.531, 1.505, -0.826], [3.964, 1.381, -1.724], [2.754, 0.161, -1.931], [4.846, -0.272, -0.133], [3.555, 0.362, 0.974], [3.336, -1.036, -0.044]]
}

---

Which structure is the most stable? The one labeled S.

---

--- P ---
{
  "formula": "C9H14",
  "method": "ωB97M-V/def2-TZVPD",
  "spin_multiplicity": 1,
  "total_charge": 0,
  "homo_energy_ev": -9.52,
  "lumo_ha": 0.0362,
  "smiles": "C#CC(C)(C)[C@H](C)C=C",
  "symbols": ["C", "C", "C", "C", "C", "C", "C", "C", "C", "H", "H", "H", "H", "H", "H", "H", "H", "H", "H", "H", "H", "H", "H"],
  "xyz": [[-0.641, -0.128, -2.552], [-0.541, -0.484, -1.401], [-0.439, -0.859, 0.008], [-1.824, -1.116, 0.607], [0.448, -2.088, 0.213], [0.223, 0.476, 0.505], [-0.683, 1.703, 0.461], [1.581, 0.741, -0.077], [2.315, 1.816, 0.150], [-0.782, -0.059, -3.595], [-1.760, -1.139, 1.696], [-2.533, -0.349, 0.314], [-2.199, -2.068, 0.246], [1.438, -1.955, -0.214], [-0.012, -2.950, -0.263], [0.561, -2.282, 1.279], [0.345, 0.150, 1.568], [-0.927, 1.929, -0.570], [-0.180, 2.564, 0.886], [-1.609, 1.541, 1.020], [1.932, 0.008, -0.787], [2.026, 2.585, 0.849], [3.262, 1.963, -0.340]]
}

---

--- Q ---
{
  "formula": "C9H14",
  "method": "ωB97M-V/def2-TZVPD",
  "spin_multiplicity": 1,
  "total_charge": 0,
  "homo_energy_ev": -9.02,
  "lumo_ha": 0.0359,
  "smiles": "Cc1ccccc1.CC",
  "symbols": ["C", "C", "C", "C", "C", "C", "C", "H", "H", "H", "H", "H", "H", "H", "H", "C", "C", "H", "H", "H", "H", "H", "H"],
  "xyz": [[-0.505, -0.124, 2.111], [-1.475, -0.335, 1.009], [-2.133, 0.714, 0.372], [-2.921, 0.459, -0.746], [-3.079, -0.820, -1.217], [-2.503, -1.907, -0.548], [-1.725, -1.629, 0.549], [-0.206, 0.928, 2.185], [0.457, -0.615, 1.924], [-0.791, -0.411, 3.123], [-2.161, 1.701, 0.816], [-3.462, 1.285, -1.193], [-3.581, -1.038, -2.153], [-2.699, -2.906, -0.908], [-1.140, -2.398, 1.051], [2.758, 0.703, -0.562], [4.151, 1.184, -1.000], [3.020, -0.085, 0.142], [1.986, 1.382, -0.214], [2.304, 0.243, -1.448], [4.310, 1.859, -1.842], [4.674, 0.288, -1.320], [4.722, 1.522, -0.130]]
}

---

Which structure is the most stable? The one labeled Q.

---

--- P ---
{
  "formula": "C9H14",
  "method": "ωB97M-V/def2-TZVPD",
  "spin_multiplicity": 1,
  "total_charge": 0,
  "homo_energy_ev": -9.01,
  "lumo_ha": 0.0381,
  "smiles": "Cc1ccccc1.CC",
  "symbols": ["C", "C", "C", "C", "C", "C", "C", "H", "H", "H", "H", "H", "H", "H", "H", "C", "C", "H", "H", "H", "H", "H", "H"],
  "xyz": [[0.313, -2.195, 1.975], [-0.451, -1.045, 1.370], [-0.339, 0.231, 1.919], [-1.174, 1.241, 1.472], [-1.927, 1.059, 0.321], [-1.945, -0.168, -0.321], [-1.198, -1.209, 0.207], [0.618, -1.963, 2.996], [1.283, -2.243, 1.484], [-0.218, -3.134, 1.963], [0.288, 0.287, 2.802], [-1.232, 2.217, 1.867], [-2.649, 1.819, 0.046], [-2.550, -0.296, -1.205], [-1.243, -2.152, -0.328], [1.245, 1.190, -1.431], [1.881, 0.676, -2.709], [1.289, 0.466, -0.625], [1.655, 2.117, -1.044], [0.170, 1.304, -1.531], [2.955, 0.892, -2.703], [1.543, 1.267, -3.562], [1.685, -0.362, -2.964]]
}

---

--- Q ---
{
  "formula": "C9H14",
  "method": "ωB97M-V/def2-TZVPD",
  "spin_multiplicity": 1,
  "total_charge": 0,
  "homo_energy_ev": -8.57,
  "lumo_ha": 0.0302,
  "smiles": "Cc1ccccc1.CC",
  "symbols": ["C", "C", "C", "C", "C", "C", "C", "H", "H", "H", "H", "H", "H", "H", "H", "C", "C", "H", "H", "H", "H", "H", "H"],
  "xyz": [[2.215, 2.289, 0.399], [1.092, 1.948, -0.569], [1.146, 0.829, -1.424], [0.035, 0.783, -2.359], [-1.123, 1.623, -2.387], [-1.429, 2.311, -1.239], [-0.271, 2.435, -0.404], [3.135, 2.021, -0.028], [2.013, 2.161, 1.458], [2.233, 3.447, 0.401], [1.986, 0.145, -1.375], [0.090, 0.105, -3.237], [-1.750, 1.819, -3.296], [-2.231, 2.818, -0.993], [-0.431, 3.097, 0.358], [-0.928, -3.876, 1.158], [-0.737, -3.118, 2.544], [-0.133, -3.722, 0.505], [-0.928, -5.027, 1.219], [-1.841, -3.516, 0.603], [-1.037, -2.007, 2.409], [-1.422, -3.497, 3.204], [0.317, -3.069, 3.053]]
}

---

Which structure is the most stable? The one labeled P.

---

--- P ---
{
  "formula": "C9H14",
  "method": "ωB97M-V/def2-TZVPD",
  "spin_multiplicity": 1,
  "total_charge": 0,
  "homo_energy_ev": -9.04,
  "lumo_ha": 0.0361,
  "smiles": "Cc1ccccc1.CC",
  "symbols": ["C", "C", "C", "C", "C", "C", "C", "H", "H", "H", "H", "H", "H", "H", "H", "C", "C", "H", "H", "H", "H", "H", "H"],
  "xyz": [[2.248, 0.316, 0.746], [1.672, -0.069, -0.630], [0.646, 0.646, -1.254], [0.077, 0.274, -2.466], [0.411, -0.945, -3.097], [1.444, -1.732, -2.461], [1.937, -1.286, -1.248], [3.196, -0.136, 0.826], [1.522, 0.074, 1.548], [2.493, 1.359, 0.599], [0.342, 1.644, -0.995], [-0.716, 0.758, -2.827], [-0.132, -1.325, -4.036], [1.800, -2.675, -2.895], [2.843, -1.705, -0.744], [-2.048, 1.139, 1.928], [-2.871, 0.051, 2.803], [-1.631, 0.587, 1.060], [-2.663, 2.068, 1.651], [-1.070, 1.443, 2.457], [-2.580, -0.016, 3.899], [-2.999, -0.905, 2.258], [-3.920, 0.436, 2.876]]
}

---

--- Q ---
{
  "formula": "C9H14",
  "method": "ωB97M-V/def2-TZVPD",
  "spin_multiplicity": 1,
  "total_charge": 0,
  "homo_energy_ev": -8.99,
  "lumo_ha": 0.0380,
  "smiles": "Cc1ccccc1.CC",
  "symbols": ["C", "C", "C", "C", "C", "C", "C", "H", "H", "H", "H", "H", "H", "H", "H", "C", "C", "H", "H", "H", "H", "H", "H"],
  "xyz": [[-0.419, 0.644, 2.506], [0.024, -0.377, 1.488], [-0.968, -0.951, 0.691], [-0.685, -1.814, -0.368], [0.633, -2.121, -0.636], [1.633, -1.691, 0.255], [1.332, -0.808, 1.267], [-1.334, 1.084, 2.117], [0.364, 1.297, 2.877], [-0.798, 0.151, 3.420], [-2.000, -0.646, 0.835], [-1.488, -2.177, -0.996], [0.988, -2.608, -1.533], [2.635, -2.050, 0.061], [2.215, -0.537, 1.842], [0.378, 1.901, -1.475], [-0.969, 1.380, -1.985], [1.133, 1.636, -2.222], [0.529, 2.952, -1.231], [0.608, 1.290, -0.596], [-1.356, 1.924, -2.832], [-1.766, 1.176, -1.264], [-0.689, 0.345, -2.221]]
}

---

--- R ---
{
  "formula": "C9H14",
  "method": "ωB97M-V/def2-TZVPD",
  "spin_multiplicity": 1,
  "total_charge": 0,
  "homo_energy_ev": -8.98,
  "lumo_ha": 0.0365,
  "smiles": "Cc1ccccc1.CC",
  "symbols": ["C", "C", "C", "C", "C", "C", "C", "H", "H", "H", "H", "H", "H", "H", "H", "C", "C", "H", "H", "H", "H", "H", "H"],
  "xyz": [[0.669, -1.629, 1.751], [0.637, -0.192, 1.458], [1.484, 0.458, 0.580], [1.397, 1.845, 0.253], [0.483, 2.652, 0.970], [-0.474, 1.933, 1.733], [-0.429, 0.500, 1.961], [1.609, -2.259, 1.164], [-0.092, -2.257, 1.381], [0.718, -1.794, 2.839], [2.375, -0.088, 0.145], [2.126, 2.358, -0.378], [0.527, 3.702, 1.122], [-1.270, 2.489, 1.980], [-1.304, -0.056, 2.551], [-1.047, -0.450, -3.021], [-1.171, -1.481, -1.836], [-1.999, -0.469, -3.324], [-0.484, 0.529, -2.854], [-0.329, -0.868, -3.718], [-0.140, -1.924, -2.060], [-2.024, -2.127, -1.794], [-1.261, -0.871, -0.903]]
}

---

--- S ---
{
  "formula": "C9H14",
  "method": "ωB97M-V/def2-TZVPD",
  "spin_multiplicity": 1,
  "total_charge": 0,
  "homo_energy_ev": -8.97,
  "lumo_ha": 0.0363,
  "smiles": "Cc1ccccc1.CC",
  "symbols": ["C", "C", "C", "C", "C", "C", "C", "H", "H", "H", "H", "H", "H", "H", "H", "C", "C", "H", "H", "H", "H", "H", "H"],
  "xyz": [[1.374, -3.260, 0.893], [0.437, -2.423, 0.079], [-0.593, -1.711, 0.509], [-1.171, -0.789, -0.334], [-0.879, -0.765, -1.718], [0.177, -1.651, -2.161], [0.816, -2.461, -1.243], [0.932, -4.131, 1.490], [1.937, -2.781, 1.819], [2.262, -3.449, 0.359], [-0.941, -1.751, 1.506], [-1.959, -0.098, 0.060], [-1.271, -0.206, -2.464], [0.518, -1.594, -3.178], [1.499, -3.155, -1.636], [-0.703, 3.290, 1.219], [-0.107, 4.282, 0.259], [-0.193, 2.292, 1.239], [-0.528, 3.606, 2.279], [-1.757, 2.910, 1.254], [-0.785, 4.812, -0.635], [0.631, 3.768, -0.307], [0.308, 5.263, 0.711]]
}

---

Which structure is the most stable? The one labeled Q.